15
Properties=species:S:1:pos:R:3 method="wB97M-V/def2-TZVPD" gap_ev="8.47 / 6.16" total_charge=+2 multiplicity=6 largest_force_ev_per_a=7.3 energy_ev=-12190.4168 relative_energy_kj_mol=333.2
O 4.14 -1.37 -1.74
C 4.10 0.05 -1.66
C 5.19 0.26 -3.07
O 7.06 -0.93 -1.74
Ir 5.77 -2.16 -1.25
H 4.45 0.81 -0.95
H 3.03 0.30 -1.68
H 5.39 1.34 -3.14
H 5.83 -0.50 -3.53
O 3.87 -0.15 -4.09
H 3.63 -1.49 -2.81
C 4.11 -0.11 -5.47
H 4.43 0.90 -5.79
H 4.90 -0.82 -5.75
H 3.18 -0.37 -5.98